C4H5Cl2OP | wB97M-V/def2-TZVPD

Last column: natural (NBO) charge in e.
Geometry (Å):
C  -0.196  0.014  -1.562  0.14
C  1.079  -0.429  -1.585  -0.47
C  -0.821  0.256  0.635  0.54
C  0.360  -0.309  1.289  -0.73
O  -0.960  0.453  -0.555  -0.29
P  2.033  -0.297  0.035  1.20
Cl  2.617  1.543  -0.022  0.00
Cl  3.415  -1.729  0.145  0.05
H  -0.599  0.196  -2.496  0.27
H  1.436  -0.946  -2.428  0.31
H  -1.756  0.601  1.255  0.30
H  0.822  0.307  2.072  0.34
H  0.175  -1.288  1.707  0.35

Results
- Charge: +2
- LUMO level: -10.84 eV
- Frontier orbital gap: 9.22 eV